1.
DFT (the ωB97M-V functional and the def2-TZVPD basis) results for a molecular structure, C23H19CuN3O2Se3Te.

Values from the calculation:
HOMO (spin up / spin down): -0.236 / -0.243 hartree
total energy: -280697.766 eV
gap between HOMO and LUMO (spin up / spin down): 5.7570 / 5.6330 eV

ORCA input file:
```
! wB97M-V def2-TZVPD RIJCOSX def2/J DEFGRID3
* xyz 0 2
Cu -0.22750 -0.25010 0.02063
C -1.71296 2.87611 3.00241
O -0.79922 1.91343 3.59560
C -0.35100 1.17861 2.56706
N -0.85305 1.35441 1.41845
C -1.88518 2.38497 1.54279
C -1.79173 3.48311 0.50992
C -1.00474 3.35264 -0.62844
C -1.01068 4.34133 -1.60195
C -1.80731 5.46733 -1.44974
C -2.58512 5.60949 -0.30927
C -2.57297 4.62387 0.66714
C 0.73846 0.20126 2.76519
C 1.42947 -0.03648 3.94119
C 2.46923 -0.95460 3.91046
C 2.80776 -1.57526 2.71643
C 2.04925 -1.27752 1.59649
N 1.02499 -0.43838 1.64149
C 2.25000 -1.82667 0.23864
N 1.47245 -1.52193 -0.71333
C 1.91298 -2.28323 -1.89381
C 3.26111 -2.88347 -1.42829
O 3.27253 -2.66429 0.00746
C 1.98954 -1.46067 -3.16237
C 1.10114 -0.41118 -3.38101
C 1.14580 0.30715 -4.56674
C 2.08065 -0.00901 -5.54322
C 2.96086 -1.06074 -5.33561
C 2.91045 -1.78759 -4.15414
H -1.24108 3.85668 3.05065
H -2.63183 2.87931 3.57995
H -2.84924 1.88667 1.41648
H -0.39944 2.46501 -0.75607
H -0.40176 4.22375 -2.48982
H -1.82677 6.22977 -2.21852
H -3.21009 6.48491 -0.18233
H -3.19064 4.73813 1.55332
H 1.16175 0.49039 4.84684
H 3.02190 -1.18042 4.81205
H 3.63122 -2.27278 2.64789
H 1.17872 -3.07903 -2.05038
H 4.11220 -2.35384 -1.85258
H 3.35842 -3.94921 -1.61141
H 0.35418 -0.17906 -2.63185
H 0.43229 1.10574 -4.73459
H 2.11489 0.55295 -6.46822
H 3.68924 -1.31848 -6.09451
H 3.58794 -2.62347 -4.01497
Se -2.12865 -1.25759 -0.95369
Se -2.50503 -0.21686 -4.76154
Te -3.84203 1.22000 -3.41138
Se -3.74783 0.34258 -1.02381
*
```

natural (NBO) atomic charge list, values in e, 4 entries: 0.783 -0.085 -0.477 0.531



2.
DFT (the ωB97M-V functional and the def2-TZVPD basis) results for a molecular structure, C23H19IrN3OS.

Values from the calculation:
HOMO (spin up / spin down): -0.097 / -0.100 hartree
total energy: -44350.797 eV
gap between HOMO and LUMO (spin up / spin down): 5.2572 / 5.3473 eV

ORCA input file:
```
! wB97M-V def2-TZVPD RIJCOSX def2/J DEFGRID3
* xyz -1 1
Ir -0.35633 -0.86416 -0.06964
N 0.45678 -0.28689 -2.71757
C 1.61200 0.42516 -2.39166
C 2.84255 -0.00069 -2.89403
C 4.01828 0.65044 -2.56208
C 3.98536 1.75528 -1.72557
C 2.76091 2.17109 -1.21735
C 1.56792 1.52161 -1.51328
C 0.29443 2.01488 -0.90127
C 0.04172 3.38723 -0.99068
C -1.09575 3.94989 -0.43675
C -1.99558 3.11438 0.21558
C -1.74103 1.75694 0.30659
C -0.59189 1.14659 -0.23526
H -0.39076 0.24527 -2.84541
H 0.57915 -1.00412 -3.41387
H 2.86410 -0.86305 -3.55223
H 4.96040 0.28923 -2.95765
H 4.89512 2.27445 -1.45358
H 2.72810 3.00534 -0.52649
H 0.74469 4.02073 -1.52150
H -1.27775 5.01484 -0.51678
H -2.89545 3.52699 0.66001
H -2.44911 1.12374 0.83053
O -2.14810 -1.12665 -1.08290
N -2.72594 -2.34060 -1.03077
C -4.02596 -2.37374 -1.39956
C -4.73339 -3.53713 -1.43892
C -4.05801 -4.71944 -1.07533
C -2.75455 -4.66753 -0.69047
C -2.02449 -3.44021 -0.63255
S -0.43325 -3.31521 -0.11186
H -4.42118 -1.40233 -1.65575
H -5.77124 -3.52413 -1.73350
H -4.57882 -5.66879 -1.09374
H -2.21300 -5.55532 -0.39584
N 0.83056 -0.72362 1.28622
C 1.16747 -0.20924 2.46483
C 2.52678 -0.11692 2.86457
C 2.86511 0.36602 4.11181
C 1.89192 0.76265 5.02915
C 0.55546 0.68213 4.64513
C 0.18845 0.22959 3.39267
H 3.29013 -0.42861 2.16257
H 3.91417 0.43102 4.38189
H 2.16909 1.12363 6.01130
H -0.22054 0.99810 5.33493
H -0.84857 0.18115 3.08604
*
```

natural (NBO) atomic charge list, values in e, 4 entries: 0.657 -0.834 0.270 -0.291



3.
DFT (the ωB97M-V functional and the def2-TZVPD basis) results for a molecular structure, C23H19N13O4Pm.

Values from the calculation:
HOMO (spin up / spin down): -0.182 / -0.182 hartree
total energy: -68278.273 eV
gap between HOMO and LUMO (spin up / spin down): 7.3593 / 7.3846 eV

ORCA input file:
```
! wB97M-V def2-TZVPD RIJCOSX def2/J DEFGRID3
* xyz -1 5
Pm 0.18744 0.23518 0.36285
O 0.34472 -0.94766 -1.55374
C 0.95327 -0.48882 -2.62287
C 0.29487 -0.44998 -3.86783
C 0.93462 -0.03431 -5.01604
C 2.28306 0.31809 -4.99216
C 2.95547 0.28977 -3.78892
C 2.31531 -0.06186 -2.59778
C 3.05705 -0.04254 -1.35048
N 2.44714 0.07263 -0.23255
N 3.17622 -0.00814 0.93450
C 2.49295 -0.51140 1.94131
O 1.31321 -1.03097 1.84810
C 3.19790 -0.49221 3.25262
C 4.52168 -0.06959 3.35833
C 5.13247 -0.00613 4.59868
C 4.42745 -0.35241 5.74453
C 3.11341 -0.78217 5.64105
C 2.50495 -0.86183 4.39925
H -0.74990 -0.73267 -3.90338
H 0.38133 0.01315 -5.94622
H 2.79223 0.61532 -5.89957
H 4.00327 0.56839 -3.74610
H 4.14232 -0.14802 -1.36912
H 5.04717 0.21230 2.45774
H 6.16043 0.32634 4.67897
H 4.89763 -0.27833 6.71772
H 2.55649 -1.04276 6.53235
H 1.47816 -1.18737 4.30074
N -2.03291 0.72402 3.50609
C -2.70693 0.51832 2.32552
N -3.94530 0.93807 2.02823
N -4.09460 0.72760 0.73945
N -3.00727 0.17791 0.30718
N -2.10714 -0.01971 1.26784
C -0.75888 1.28039 3.35932
N 0.09546 1.55517 4.32687
N 1.18904 2.00672 3.69877
N 1.00143 2.00713 2.42185
N -0.25391 1.58686 2.15761
H -2.57920 1.04844 4.28617
O -1.76893 -3.10671 -1.36938
C -2.67265 -2.83663 -2.42548
N -3.91765 -2.23730 -2.01292
C -4.38588 -0.95468 -2.35808
O -5.51912 -0.88085 -2.81827
C -3.56552 0.22802 -2.11034
C -3.93734 1.44698 -2.61178
C -3.19612 2.60067 -2.33049
C -2.00941 2.47257 -1.63237
N -1.54128 1.34855 -1.11158
C -2.45467 0.21616 -1.11909
H -0.89332 -2.79289 -1.65145
H -2.91008 -3.79561 -2.89249
H -2.19702 -2.20130 -3.17743
H -4.69128 -2.88146 -2.01381
H -4.79457 1.49635 -3.27192
H -3.48929 3.56100 -2.72943
H -1.35649 3.33491 -1.52272
H -1.86152 -0.69075 -1.14785
*
```

natural (NBO) atomic charge list, values in e, 4 entries: 1.959 -0.845 0.375 -0.244